Density functional theory data (the ωB97M-V functional and the def2-TZVPD basis) for an isolated ion of composition C10H14NO and charge +1 in a non-equilibrium geometry.

Positions of all 26 atoms, in Å:
1 C 1.700 0.829 -2.521
2 N 0.917 1.190 -1.287
3 C -0.008 -0.164 -0.971
4 O -0.759 -0.346 -2.098
5 C 0.924 -1.319 -0.706
6 C 1.135 -1.376 0.821
7 C -0.090 -0.576 1.315
8 C -0.578 -0.582 2.611
9 C -1.777 0.052 2.898
10 C -2.466 0.743 1.904
11 C -1.899 0.846 0.635
12 C -0.780 0.107 0.365
13 H 1.500 1.630 -3.235
14 H 2.880 0.797 -2.396
15 H 1.387 -0.125 -2.982
16 H 0.177 1.843 -1.370
17 H 1.572 1.355 -0.548
18 H -1.232 0.461 -2.285
19 H 1.863 -1.395 -1.095
20 H 0.484 -2.368 -0.916
21 H 2.026 -0.809 1.299
22 H 1.086 -2.214 1.382
23 H -0.052 -1.160 3.467
24 H -2.220 0.018 3.824
25 H -3.345 1.177 2.139
26 H -2.446 1.386 -0.252

Computed properties:
* SMILES: C[NH2+][C@@]1(O)CCc2ccccc21
* DFT total energy: -14126.555 eV
* net charge: +1
* HOMO: -12.78 eV
* orbital gap: 9.606 eV


Density functional theory data (the ωB97M-V functional and the def2-TZVPD basis) for C10H14NO2OsSSe4Te2 as an isolated structure in a non-equilibrium geometry.

Positions of all 35 atoms, in Å:
1 Os -0.281 1.971 -0.087
2 Se -0.334 3.016 -2.316
3 Te -0.031 4.844 -0.627
4 Te -2.521 3.172 -3.636
5 Se -2.605 2.510 0.664
6 O -1.643 -2.584 2.355
7 C -1.842 -3.048 1.026
8 C -1.559 -1.917 0.031
9 C -1.877 -2.516 -1.354
10 O -2.147 -1.577 -2.371
11 C -2.474 -0.736 0.389
12 Se -2.374 0.817 -0.836
13 C -0.091 -1.515 0.164
14 Se 0.524 -0.186 -1.140
15 H -1.801 -3.311 2.962
16 H -2.873 -3.397 0.891
17 H -1.163 -3.884 0.808
18 H -2.778 -3.133 -1.288
19 H -1.043 -3.173 -1.636
20 H -1.306 -1.152 -2.614
21 H -2.241 -0.343 1.375
22 H -3.521 -1.051 0.372
23 H 0.545 -2.395 0.035
24 H 0.100 -1.104 1.151
25 S 0.587 1.307 2.147
26 C 2.049 1.594 1.287
27 C 3.374 1.344 1.669
28 C 4.385 1.682 0.801
29 C 4.085 2.272 -0.432
30 C 2.767 2.485 -0.756
31 N 1.786 2.139 0.083
32 H 3.566 0.889 2.631
33 H 5.416 1.483 1.068
34 H 4.863 2.557 -1.125
35 H 2.459 2.938 -1.689

Computed properties:
* DFT total energy: -305460.499 eV
* net charge: -1
* HOMO: -3.70 eV
* orbital gap: 5.928 eV


Density functional theory data (the ωB97M-V functional and the def2-TZVPD basis) for one molecule with the formula C10H14NO3P in a non-equilibrium geometry.

Positions of all 29 atoms, in Å:
1 C -0.078 0.362 2.700
2 C -1.237 -0.725 2.305
3 P -2.537 -0.130 1.052
4 C -2.818 -1.332 -0.395
5 C -1.597 -2.388 -0.679
6 O -2.358 1.523 0.576
7 C -1.411 1.719 -0.527
8 O -1.518 1.261 -1.776
9 O -0.232 2.589 -0.246
10 C 1.012 1.966 -0.755
11 C 1.324 0.383 -0.550
12 C 2.678 -0.427 -1.067
13 C 3.749 0.623 -1.809
14 C 3.267 2.177 -1.877
15 N 2.013 2.844 -1.428
16 H -0.022 1.310 2.017
17 H 0.966 -0.205 2.575
18 H -0.146 0.764 3.817
19 H -0.698 -1.749 2.016
20 H -1.819 -0.973 3.317
21 H -3.779 -1.986 -0.130
22 H -3.101 -0.790 -1.420
23 H -0.593 -2.151 -0.125
24 H -1.956 -3.446 -0.263
25 H -1.350 -2.546 -1.820
26 H 0.497 -0.258 0.015
27 H 2.873 -1.573 -0.929
28 H 4.801 0.248 -2.216
29 H 4.068 2.910 -2.379

Computed properties:
* SMILES: CCP(CC)OC(=O)Oc1ccccn1
* DFT total energy: -27507.407 eV
* HOMO: -8.18 eV
* orbital gap: 7.807 eV


Density functional theory data (the ωB97M-V functional and the def2-TZVPD basis) for one molecule with the formula C10H14O2S in a non-equilibrium geometry.

Positions of all 27 atoms, in Å:
1 C -0.497 1.660 -1.556
2 C 0.577 0.918 -1.750
3 C -1.134 -0.774 -0.040
4 C -0.748 1.737 -0.056
5 C -1.697 0.550 0.423
6 C 0.457 -0.916 -0.078
7 C 1.131 0.359 -0.505
8 C -3.200 0.730 0.073
9 C 0.720 -1.945 -1.080
10 C 3.315 0.415 1.328
11 O -1.798 -1.752 -0.332
12 O 0.479 1.634 0.536
13 S 2.961 0.201 -0.465
14 H -0.972 2.124 -2.386
15 H 1.077 0.840 -2.616
16 H -1.190 2.613 0.233
17 H -1.589 0.559 1.471
18 H 0.820 -1.175 0.931
19 H -3.671 1.436 0.680
20 H -3.584 -0.189 0.421
21 H -3.353 1.100 -0.897
22 H 1.828 -2.060 -1.272
23 H 0.375 -1.673 -2.005
24 H 0.497 -2.903 -0.814
25 H 4.259 0.819 1.198
26 H 3.397 -0.487 1.816
27 H 2.663 1.110 1.790

Computed properties:
* DFT total energy: -25519.657 eV
* HOMO (spin up / spin down): -4.60 / -9.06 eV
* spin multiplicity: 3
* orbital gap (spin up / spin down): 5.224 / 5.898 eV
* ⟨S²⟩: 2.010